No. 1
Density functional theory data (ωB97M-V/def2-TZVPD) for the molecule C7H12S in a non-equilibrium geometry.

Each line ends with the natural charge from an NBO analysis.
Cartesian coordinates (Å):
C 1.089221 1.207783 -0.719016  -0.60
C 0.948621 -0.119967 0.008908  -0.06
C -0.170946 -0.003882 1.116762  -0.41
C -1.463743 0.506659 0.507397  -0.23
C -2.497908 -0.323471 0.239589  -0.35
S -4.090732 0.171251 -0.350944  0.01
C 2.178114 -0.854145 0.359033  -0.42
C 1.241483 -1.315375 -0.770976  -0.44
H 1.187664 2.114437 -0.066077  0.20
H 0.169132 1.538357 -1.230755  0.21
H 1.912444 1.160180 -1.329512  0.21
H 0.293747 0.709372 1.847430  0.22
H -0.399125 -0.982332 1.435256  0.21
H -1.619127 1.624757 0.395174  0.21
H -2.558855 -1.499626 0.391975  0.23
H -3.923935 1.532252 -0.520982  0.13
H 2.122006 -1.473257 1.254135  0.21
H 3.250276 -0.465614 0.089904  0.22
H 0.722840 -2.233204 -0.869640  0.22
H 1.608824 -1.294184 -1.787663  0.22

Force components x, y, z for each atom (eV/Å):
-2.1 1.3 1.9
-1.5 2.4 0.8
1.0 1.2 -2.3
-1.0 0.1 0.5
0.1 -0.8 0.3
0.0 0.7 -0.2
1.9 -0.6 -0.6
1.1 -0.6 -1.0
0.5 -1.0 0.2
0.4 -0.8 -0.5
1.8 0.1 -1.8
-0.8 -0.9 -0.2
0.1 -1.1 1.2
0.2 -1.5 0.0
0.7 2.7 -0.2
0.2 -1.0 0.2
0.2 0.3 -0.1
-2.3 -0.7 0.5
-0.9 -0.9 1.5
0.4 1.3 -0.2

As for the charge: 0. Its orbital gap is 9.25 eV. Its SMILES is CC1(C/C=C/S)CC1.


No. 2
Density functional theory data (ωB97M-V/def2-TZVPD) for the molecule C7H12S in a non-equilibrium geometry.

Each line ends with the natural charge from an NBO analysis.
Cartesian coordinates (Å):
C 3.196941 0.026100 -0.687174  -0.40
C 2.609720 -0.198276 0.454275  -0.20
C 1.230073 0.033274 0.987660  -0.51
C 0.289743 0.910868 0.069172  -0.05
S 0.219679 2.529816 -0.003891  0.08
C -0.634446 -0.118378 -0.726223  -0.48
C -1.821002 -0.727325 -0.083245  -0.41
C -2.868260 0.325968 0.189204  -0.62
H 2.615870 0.339362 -1.637730  0.19
H 4.203735 -0.369195 -1.013169  0.22
H 3.132992 -0.697134 1.275969  0.20
H 0.692917 -1.149662 0.959722  0.23
H 1.332394 0.454858 2.157118  0.25
H 0.103538 -0.853290 -1.166948  0.22
H -1.038473 0.372997 -1.635187  0.22
H -1.520081 -1.417762 0.800143  0.20
H -2.258581 -1.389724 -0.831520  0.22
H -2.598290 1.080724 0.995147  0.21
H -3.004878 0.987065 -0.696039  0.22
H -3.883585 -0.140282 0.592708  0.22

Force components x, y, z for each atom (eV/Å):
0.1 -0.4 -4.0
0.0 -0.6 2.2
-2.0 -0.7 1.1
-0.7 -2.1 0.7
0.2 -1.0 0.0
2.5 1.7 -2.1
-0.1 -1.5 1.5
-1.9 0.8 2.2
0.8 0.1 1.9
-1.1 0.6 1.1
0.6 0.1 -0.5
1.6 3.5 0.7
-0.5 -1.2 -3.3
-0.8 0.3 0.7
0.4 0.2 0.4
-0.7 1.3 -1.1
0.1 -0.3 0.0
0.0 -1.1 -0.7
-0.3 -0.8 0.4
2.0 1.0 -1.2

As for the charge: 0. Its orbital gap is 8.44 eV. Its SMILES is C=CCC(=S)CCC.


No. 3
Density functional theory data (ωB97M-V/def2-TZVPD) for C7H12S as an isolated structure in a non-equilibrium geometry.

Each line ends with the natural charge from an NBO analysis.
Cartesian coordinates (Å):
C 1.892908 0.217884 -1.270756  -0.60
C 1.562772 -0.062752 0.134601  -0.33
C 0.613567 0.875304 1.111734  -0.25
C -0.358360 1.556850 0.041480  -0.47
C -0.554887 -1.291925 -0.581128  -0.49
C 0.381536 -1.257904 0.439897  -0.33
C -0.030057 -0.493557 1.636479  -0.43
H 1.248801 1.228800 -2.168446  0.24
H 1.703847 -1.012562 -1.880267  0.23
H 3.491017 0.481949 -1.261037  0.19
H 2.612953 -0.275703 0.451768  0.25
H 1.187216 1.631599 1.541907  0.22
H 0.415230 2.019192 -0.734988  0.22
H -1.048090 2.504749 0.339463  0.23
H -1.288245 -2.256425 -0.762141  0.25
H -0.054930 -1.406803 -1.692032  0.24
H 0.778044 -2.358238 0.661357  0.24
H -1.299312 -0.280672 1.575535  0.23
H 0.171435 -0.632309 2.840422  0.25
S -1.810177 0.193314 -0.499087  0.11

Force components x, y, z for each atom (eV/Å):
2.2 -0.4 -5.4
-1.3 -0.7 1.3
-1.2 -2.8 -4.2
-1.0 1.6 0.1
-5.2 -1.8 -6.8
5.7 -1.8 2.9
-3.7 3.8 4.6
2.1 -3.4 3.0
1.0 4.1 1.4
-4.6 -0.5 -0.6
-1.5 -0.3 1.1
0.6 1.0 1.7
-2.4 -1.3 1.0
1.7 -2.4 -0.1
1.6 2.2 1.4
-1.0 0.9 2.6
-0.5 2.3 -0.5
3.7 -0.9 0.7
0.0 -0.5 -3.4
3.7 0.8 -0.7

As for the charge: 0. Its orbital gap is 9.05 eV.


charge of number 3 (C7H12S)? 0


Repeat the second record exactly.
Density functional theory data (ωB97M-V/def2-TZVPD) for the molecule C7H12S in a non-equilibrium geometry.

Each line ends with the natural charge from an NBO analysis.
Cartesian coordinates (Å):
C 3.196941 0.026100 -0.687174  -0.40
C 2.609720 -0.198276 0.454275  -0.20
C 1.230073 0.033274 0.987660  -0.51
C 0.289743 0.910868 0.069172  -0.05
S 0.219679 2.529816 -0.003891  0.08
C -0.634446 -0.118378 -0.726223  -0.48
C -1.821002 -0.727325 -0.083245  -0.41
C -2.868260 0.325968 0.189204  -0.62
H 2.615870 0.339362 -1.637730  0.19
H 4.203735 -0.369195 -1.013169  0.22
H 3.132992 -0.697134 1.275969  0.20
H 0.692917 -1.149662 0.959722  0.23
H 1.332394 0.454858 2.157118  0.25
H 0.103538 -0.853290 -1.166948  0.22
H -1.038473 0.372997 -1.635187  0.22
H -1.520081 -1.417762 0.800143  0.20
H -2.258581 -1.389724 -0.831520  0.22
H -2.598290 1.080724 0.995147  0.21
H -3.004878 0.987065 -0.696039  0.22
H -3.883585 -0.140282 0.592708  0.22

Force components x, y, z for each atom (eV/Å):
0.1 -0.4 -4.0
0.0 -0.6 2.2
-2.0 -0.7 1.1
-0.7 -2.1 0.7
0.2 -1.0 0.0
2.5 1.7 -2.1
-0.1 -1.5 1.5
-1.9 0.8 2.2
0.8 0.1 1.9
-1.1 0.6 1.1
0.6 0.1 -0.5
1.6 3.5 0.7
-0.5 -1.2 -3.3
-0.8 0.3 0.7
0.4 0.2 0.4
-0.7 1.3 -1.1
0.1 -0.3 0.0
0.0 -1.1 -0.7
-0.3 -0.8 0.4
2.0 1.0 -1.2

As for the charge: 0. Its orbital gap is 8.44 eV. Its SMILES is C=CCC(=S)CCC.


Which value of orbital gap does entry 2 give? 8.44 eV